C28H93N7O15 | the ωB97M-V functional and the def2-TZVPD basis

Results
E_LUMO: 0.1 eV
Largest force on an atom: 3.021 eV/A
HOMO: -9.30 eV
Orbital gap: 9.42 eV

The geometry in ORCA input format:
```
! RIJCOSX wB97M-V def2-TZVPD def2/J DEFGRID3
* xyz 0 1
C 2.484 0.929 -5.308
C 3.565 0.463 -6.259
C 3.857 1.536 -7.351
O 2.850 1.615 -8.334
C 3.135 2.523 -9.349
N 4.746 0.027 -5.560
H 1.513 0.918 -5.801
H 2.654 1.955 -4.980
H 2.300 0.211 -4.509
H 3.121 -0.408 -6.741
H 4.820 1.219 -7.750
H 4.033 2.457 -6.795
H 3.568 3.450 -8.973
H 2.182 2.833 -9.777
H 3.783 2.082 -10.107
H 4.502 -0.793 -5.023
H 5.486 -0.304 -6.162
C -0.411 -5.943 0.510
C -0.488 -4.425 0.352
C -1.382 -4.037 -0.874
O -0.813 -4.678 -2.059
C -1.640 -4.702 -3.242
N -0.967 -3.856 1.564
H 0.312 -6.469 -0.114
H -1.376 -6.377 0.247
H -0.233 -6.187 1.558
H 0.526 -4.043 0.234
H -1.398 -2.956 -1.008
H -2.377 -4.345 -0.552
H -1.030 -5.203 -3.993
H -1.854 -3.687 -3.574
H -2.569 -5.265 -3.150
H -1.497 -3.010 1.410
H -1.697 -4.411 1.986
C -1.149 -1.579 -11.642
C -0.161 -1.745 -12.835
C -0.437 -0.723 -14.001
O -1.556 -1.278 -14.764
C -1.912 -0.640 -15.957
N 1.158 -1.532 -12.272
H -0.902 -2.296 -10.859
H -2.187 -1.801 -11.888
H -1.053 -0.595 -11.184
H -0.282 -2.776 -13.170
H 0.398 -0.565 -14.683
H -0.726 0.208 -13.514
H -2.535 0.226 -15.735
H -2.524 -1.396 -16.449
H -1.063 -0.453 -16.613
H 0.992 -0.874 -11.524
H 1.670 -1.069 -13.010
C -9.501 -5.555 -25.797
C -10.691 -5.659 -24.795
C -10.810 -4.272 -23.982
O -9.573 -3.962 -23.328
C -9.588 -2.683 -22.744
N -11.877 -5.857 -25.521
H -9.666 -6.205 -26.656
H -8.559 -5.699 -25.267
H -9.442 -4.587 -26.294
H -10.600 -6.453 -24.055
H -11.647 -4.359 -23.290
H -11.006 -3.411 -24.620
H -9.605 -1.892 -23.494
H -8.637 -2.504 -22.244
H -10.345 -2.613 -21.963
H -12.618 -6.078 -24.871
H -11.833 -6.657 -26.135
C -0.734 -8.417 -22.706
C -2.224 -8.377 -23.128
C -2.558 -7.060 -23.822
O -2.545 -6.057 -22.858
C -2.849 -4.733 -23.286
N -2.504 -9.522 -24.045
H -0.102 -8.349 -23.592
H -0.645 -9.293 -22.063
H -0.510 -7.654 -21.961
H -2.767 -8.378 -22.183
H -3.600 -7.138 -24.131
H -1.862 -6.780 -24.613
H -2.918 -4.092 -22.407
H -3.834 -4.779 -23.751
H -2.201 -4.373 -24.086
H -1.823 -9.486 -24.790
H -2.184 -10.344 -23.553
C 2.716 1.601 -22.370
C 2.761 2.979 -23.096
C 2.706 2.869 -24.665
O 3.667 2.114 -25.337
C 3.731 2.239 -26.781
N 1.667 3.760 -22.507
H 1.782 1.045 -22.453
H 2.991 1.582 -21.315
H 3.482 1.076 -22.940
H 3.719 3.476 -22.941
H 2.521 3.888 -25.005
H 1.833 2.312 -25.007
H 4.227 1.362 -27.197
H 4.262 3.178 -26.936
H 2.746 2.198 -27.247
H 0.787 3.395 -22.843
H 1.673 4.681 -22.922
C -3.008 4.524 -7.321
C -3.266 5.875 -7.985
C -4.537 5.914 -8.850
O -4.354 5.098 -9.951
C -5.424 5.132 -10.866
N -3.383 6.852 -6.907
H -2.652 4.518 -6.291
H -2.442 3.845 -7.959
H -3.932 3.949 -7.262
H -2.389 6.133 -8.579
H -4.777 6.934 -9.151
H -5.376 5.613 -8.223
H -5.640 6.095 -11.330
H -6.327 4.868 -10.315
H -5.258 4.344 -11.600
H -4.035 6.553 -6.196
H -2.519 6.871 -6.385
O -7.014 -3.682 -10.867
H -6.921 -2.744 -10.703
H -6.429 -3.856 -11.605
O -5.815 3.185 -19.801
H -5.199 3.100 -20.529
H -5.331 3.669 -19.133
O -6.254 0.801 -9.159
H -6.889 1.094 -8.505
H -5.790 1.598 -9.416
O 1.810 -5.940 -9.641
H 1.944 -5.114 -10.106
H 1.302 -6.477 -10.249
O -3.913 -5.826 -18.724
H -3.534 -5.358 -19.468
H -4.741 -6.174 -19.056
O -3.137 5.338 -17.016
H -2.506 4.872 -16.467
H -2.818 6.240 -17.035
O -4.930 -4.556 -14.714
H -5.014 -5.069 -15.518
H -4.162 -4.004 -14.861
O 6.603 -2.886 -10.564
H 6.772 -3.221 -9.684
H 5.654 -2.765 -10.597
*
```

Here are the Mulliken charges for atoms 1 to 99, given in e:
1 C -1.3393
2 C 0.6222
3 C -0.6682
4 O -0.2506
5 C -0.7561
6 N -0.7643
7 H 0.3230
8 H 0.2784
9 H 0.3673
10 H 0.1866
11 H 0.2881
12 H 0.3389
13 H 0.3471
14 H 0.2432
15 H 0.2739
16 H 0.2681
17 H 0.2393
18 C -1.3809
19 C 0.5258
20 C -0.7261
21 O -0.2973
22 C -0.7161
23 N -0.7359
24 H 0.3240
25 H 0.3240
26 H 0.4274
27 H 0.2502
28 H 0.3524
29 H 0.3326
30 H 0.2399
31 H 0.2829
32 H 0.3021
33 H 0.2429
34 H 0.2521
35 C -1.4657
36 C 0.3644
37 C -0.6116
38 O -0.2375
39 C -0.7558
40 N -0.5887
41 H 0.3741
42 H 0.3488
43 H 0.3762
44 H 0.2421
45 H 0.3788
46 H 0.2684
47 H 0.2945
48 H 0.2086
49 H 0.3106
50 H 0.2355
51 H 0.2642
52 C -1.2557
53 C 0.4918
54 C -0.7913
55 O -0.2654
56 C -0.7753
57 N -0.7370
58 H 0.3939
59 H 0.2908
60 H 0.3171
61 H 0.2874
62 H 0.3376
63 H 0.3585
64 H 0.3265
65 H 0.2547
66 H 0.2985
67 H 0.2387
68 H 0.2289
69 C -1.3738
70 C 0.3053
71 C -0.6793
72 O -0.2513
73 C -0.7418
74 N -0.7447
75 H 0.3468
76 H 0.4152
77 H 0.3031
78 H 0.3062
79 H 0.3667
80 H 0.3490
81 H 0.2173
82 H 0.3119
83 H 0.2915
84 H 0.2758
85 H 0.3040
86 C -1.2156
87 C 0.3809
88 C -0.6657
89 O -0.3545
90 C -0.6946
91 N -0.7010
92 H 0.2967
93 H 0.3274
94 H 0.3184
95 H 0.3040
96 H 0.3122
97 H 0.3116
98 H 0.2441
99 H 0.2841